{
  "formula": "C19H28BBiF4O2",
  "method": "ωB97M-V/def2-TZVPD",
  "symbols": ["Bi", "F", "F", "F", "F", "O", "O", "C", "C", "C", "C", "C", "C", "C", "C", "C", "C", "C", "C", "C", "C", "C", "C", "C", "C", "C", "B", "H", "H", "H", "H", "H", "H", "H", "H", "H", "H", "H", "H", "H", "H", "H", "H", "H", "H", "H", "H", "H", "H", "H", "H", "H", "H", "H", "H"],
  "positions_angstrom": [[0.0842, -0.1284, -0.2149], [1.3643, 0.6794, 4.0048], [0.0710, -1.3676, 4.1287], [0.2107, -0.3243, 2.2074], [-0.9680, 0.7869, 4.1078], [-0.1362, 0.0173, -2.3562], [0.7026, -1.6611, -7.3478], [-2.0702, 0.7147, 1.2506], [2.0192, 0.6667, 1.4825], [1.7681, 1.6415, -0.6265], [-2.3926, 0.3870, -0.1131], [0.4171, -0.9558, -9.6736], [-0.7286, 0.8318, -3.3870], [0.8657, 2.3187, 0.2924], [0.4407, 0.4150, -4.3374], [-2.0642, 0.1931, -3.7006], [2.4561, 0.5802, 0.0965], [1.6256, -1.9077, -9.6033], [-1.6819, -1.5845, 0.9499], [-1.8061, -0.5325, 1.9153], [0.2490, -0.5672, -8.1872], [1.0866, 1.7411, 1.5942], [1.3923, -2.5945, -8.2353], [-0.8298, 2.2943, -2.9937], [-2.1713, -1.0474, -0.2942], [0.9480, -0.5110, -3.2274], [0.1758, 0.0197, 4.0524], [-2.3364, -1.6323, -1.2257], [2.3317, -2.9155, -7.7607], [0.5630, -0.0934, -10.3329], [1.9384, -0.2910, -2.7863], [-1.6195, -0.7185, 2.9465], [0.1660, 2.7379, -2.8587], [0.7265, -1.5802, -3.3116], [1.6878, -2.6057, -10.4455], [1.1207, 1.2460, -4.5089], [-2.8086, 1.0989, -0.8713], [2.2008, -0.1692, 2.1283], [0.1075, -0.1241, -5.2164], [-1.3416, 2.8112, -3.8153], [2.5478, -1.3048, -9.5508], [0.1561, 3.1513, 0.0615], [0.4075, 1.9866, 2.3803], [-0.7914, -0.3247, -7.9195], [-2.3662, 0.5435, -4.6884], [-1.9984, 1.7489, 1.6614], [-0.4695, -1.5270, -9.9950], [-1.9734, -0.9040, -3.7104], [1.9822, 1.9520, -1.6563], [-1.4256, 2.4413, -2.0749], [-2.8339, 0.4860, -2.9708], [3.1564, -0.1899, -0.3210], [-1.3057, -2.6101, 1.1485], [0.8653, 0.3306, -7.9774], [0.7715, -3.4995, -8.3984]],
  "atomic_forces_ev_per_a": [[-0.3411, 0.2513, 3.4828], [-0.8526, -0.6940, 2.0384], [0.2586, 1.6908, 2.2851], [0.5108, -0.8559, 1.0244], [1.3860, -0.5315, 1.1937], [1.0603, -0.4512, -1.3700], [0.3148, -0.0335, -1.8011], [-0.5941, -1.2039, 0.4838], [1.2469, 1.1850, -2.4737], [0.7758, 0.4156, 0.0142], [-0.0286, -0.8031, -0.9862], [-0.2420, -0.6909, 0.5979], [-0.0445, -0.2389, -0.4791], [1.1935, -0.5281, -0.0064], [-0.4126, 0.0765, 0.2820], [-0.2155, 0.2150, -0.3240], [0.3621, 1.4349, 0.6423], [0.0100, 0.6282, 0.7725], [-2.0544, 0.3781, 0.1443], [-0.9599, -0.0945, -1.4349], [0.0544, 0.5969, 0.1115], [0.6397, 0.1556, -2.0563], [-0.0170, -0.4782, -0.1482], [0.0147, 0.0245, -0.1796], [-1.0321, 0.1737, -0.5250], [-0.8857, 0.3777, 0.6890], [-0.1593, -1.0538, -3.6597], [0.0885, 0.6352, 0.8083], [-0.3239, 0.1876, -0.0566], [-0.0686, -0.1876, 0.2132], [-0.4800, -0.2177, -0.2842], [-0.5289, 0.1196, -0.1134], [-0.3172, -0.0835, 0.0215], [0.5245, 0.1890, -0.3819], [0.0034, 0.1046, 0.3015], [-0.0176, -0.1215, -0.4432], [0.5050, -0.8855, 0.8532], [0.4054, 0.5702, 0.4052], [0.2520, 0.2439, -0.3536], [0.1225, 0.0527, 0.1786], [-0.2228, -0.2869, -0.1431], [0.8775, -0.8821, 0.1706], [0.2497, -0.0374, 0.5027], [0.2945, -0.1581, -0.0941], [-0.2539, -0.1110, -0.0401], [-0.3238, -1.2279, -0.2303], [0.2493, 0.2893, -0.0336], [-0.0435, 0.3962, -0.0867], [-0.1778, -0.2126, 0.4730], [0.2904, -0.1792, -0.3972], [0.2780, -0.1575, -0.2264], [-0.6669, 1.0525, 0.4594], [-0.6317, 0.8938, -0.1608], [-0.1906, -0.3752, 0.0428], [0.1180, 0.4426, 0.2970]],
  "nbo_charge": [1.83, -0.52, -0.53, -0.73, -0.53, -0.66, -0.55, -0.34, -0.24, -0.48, -0.41, -0.43, 0.30, -0.34, -0.45, -0.64, -0.42, -0.43, -0.39, -0.12, -0.08, -0.25, -0.07, -0.64, -0.45, -0.06, 1.46, 0.24, 0.19, 0.22, 0.21, 0.24, 0.22, 0.20, 0.22, 0.22, 0.23, 0.26, 0.24, 0.23, 0.20, 0.24, 0.24, 0.18, 0.22, 0.24, 0.20, 0.22, 0.22, 0.23, 0.23, 0.24, 0.24, 0.16, 0.17],
  "energy_ev": -41635.74163,
  "fmax_ev_per_a": 3.812,
  "relative_energy_ev": 4.185,
  "e_homo_ev": -6.82
}

{
  "formula": "C4H3NO2",
  "method": "ωB97M-V/def2-TZVPD",
  "symbols": ["O", "O", "N", "C", "C", "C", "C", "H", "H", "H"],
  "positions_angstrom": [[0.1284, 1.1310, 0.7872], [3.0949, 0.5383, 0.1861], [-0.1085, -0.7070, -0.5180], [-1.3978, -0.3851, -0.3016], [0.6480, 0.1889, 0.1014], [2.1491, -0.1129, -0.1609], [-1.8501, 0.6608, 0.3680], [-2.7229, 0.7033, 1.0390], [-2.1964, -0.9619, -0.7616], [2.2552, -1.0553, -0.7395]],
  "atomic_forces_ev_per_a": [[-1.4794, -0.6723, -0.2319], [-0.7680, -0.1225, -0.0283], [0.2899, -0.1427, -0.1804], [-0.3259, -0.1567, -0.3890], [-0.7503, -0.0732, -0.0605], [0.2749, 0.4515, 0.2087], [1.8750, -0.1224, 0.5927], [1.0094, 0.8474, 0.0498], [0.0567, -0.2598, -0.1437], [-0.1823, 0.2508, 0.1826]],
  "nbo_charge": [-0.49, -0.46, -0.54, -0.08, 0.48, 0.38, 0.08, 0.23, 0.25, 0.15],
  "energy_ev": -9777.57411,
  "fmax_ev_per_a": 1.970,
  "relative_energy_ev": 4.113,
  "e_homo_ev": -10.05
}

{
  "formula": "C3H8N3",
  "method": "ωB97M-V/def2-TZVPD",
  "symbols": ["N", "N", "N", "C", "C", "C", "H", "H", "H", "H", "H", "H", "H", "H"],
  "positions_angstrom": [[-1.3292, 0.8775, -0.3185], [-0.3293, -1.4874, -0.1967], [1.1078, 0.3620, -0.7320], [0.7785, 0.7119, 0.5738], [-0.6162, 0.8716, 0.7649], [0.8113, -0.7981, -0.0022], [-1.1469, 0.7154, 1.7063], [1.6006, -1.3980, 0.4351], [-0.3666, -2.4107, 0.0874], [-2.3611, 0.9506, -0.3661], [1.6235, 1.0439, 1.2539], [2.0213, 0.6842, -1.1038], [-0.7433, 1.0579, -1.1667], [-1.0505, -1.1808, -0.9353]],
  "atomic_forces_ev_per_a": [[-0.7806, 1.4182, -0.5579], [-2.5717, 1.0759, -3.2776], [0.6885, 0.8179, -2.8636], [1.2936, 0.6583, 2.7348], [-0.7320, 0.6961, 0.2269], [1.6975, -0.2293, 0.4133], [0.4271, 0.4882, -0.0288], [0.1168, 0.2147, 0.1385], [-0.0532, -1.9204, 0.4977], [1.0901, -0.1460, 0.3043], [-1.6908, -0.5558, -0.4235], [-0.7755, -0.9988, 0.5590], [-0.8227, -0.3537, 0.4813], [2.1130, -1.1652, 1.7955]],
  "nbo_charge": [-0.68, -0.82, -0.65, -0.21, 0.26, 0.21, 0.25, 0.24, 0.42, 0.45, 0.27, 0.43, 0.45, 0.41],
  "charge": 1,
  "smiles": "N[C@H]1N[C@H]1C=[NH2+]",
  "energy_ev": -7702.31546,
  "fmax_ev_per_a": 4.303,
  "relative_energy_ev": 2.963,
  "e_homo_ev": -13.56
}

{
  "formula": "C4H7N10",
  "method": "ωB97M-V/def2-TZVPD",
  "symbols": ["N", "N", "N", "N", "N", "N", "N", "N", "N", "N", "C", "C", "C", "C", "H", "H", "H", "H", "H", "H", "H"],
  "positions_angstrom": [[-0.0097, 4.2863, 0.1798], [-0.0154, -1.0124, 0.4365], [1.1335, 2.4069, -0.0200], [0.4098, 3.2052, 0.4655], [3.6241, -2.6096, 0.0389], [2.4309, 0.6511, -0.2533], [1.2357, 1.1959, -0.1097], [-0.2243, 0.0876, -0.1048], [2.5169, -0.5993, -0.0455], [3.2391, -1.4738, 0.1617], [-0.8425, -2.0632, 0.0518], [-1.3805, 0.5445, -0.5866], [-2.0951, -1.7028, -0.2001], [-2.4875, -0.2965, -0.1227], [-2.7504, -0.0739, 1.0126], [-1.3618, 1.1929, -1.3908], [-3.5048, -0.2081, -0.7174], [3.8077, -3.0795, 0.8697], [-0.3910, 4.9175, 1.0149], [-0.4131, -3.0943, -0.0562], [-2.9218, -2.2748, -0.6242]],
  "atomic_forces_ev_per_a": [[-1.7849, 3.5310, -0.1993], [1.4829, 0.8053, 0.9895], [3.9441, -2.5302, -2.0009], [-2.5479, 1.7080, 3.9911], [-0.1898, -0.0781, -3.1294], [3.4540, 0.6059, -0.4652], [-2.6291, -1.6228, -0.0777], [-2.0464, -0.1641, -0.2749], [-2.1299, 0.6533, -0.3343], [0.0927, 0.1452, 1.2525], [-0.1899, -1.2738, -1.0932], [1.8944, -1.4918, 1.2984], [-0.5289, -1.1940, -1.3418], [-3.5873, 1.4956, 1.9403], [0.2896, -0.1380, -2.0035], [0.0217, 1.4530, -1.3237], [2.2782, 0.5250, 1.1367], [0.8266, -0.6229, 2.2916], [1.0570, -2.3091, -1.6052], [-0.4295, 1.3284, 0.4487], [0.7224, -0.8260, 0.5003]],
  "nbo_charge": [-0.29, -0.22, 0.10, 0.13, -0.36, -0.18, 0.12, 0.04, 0.14, 0.27, -0.09, 0.00, -0.16, -0.51, 0.25, 0.23, 0.28, 0.38, 0.39, 0.25, 0.25],
  "charge": 1,
  "energy_ev": -19140.49705,
  "fmax_ev_per_a": 5.095,
  "relative_energy_ev": 0.319,
  "e_homo_ev": [-11.96, -11.96]
}

{
  "formula": "C17H52BF4N8O8",
  "method": "ωB97M-V/def2-TZVPD",
  "symbols": ["F", "F", "F", "F", "O", "O", "O", "O", "O", "O", "O", "O", "N", "N", "N", "N", "N", "N", "N", "N", "C", "C", "C", "C", "C", "C", "C", "C", "C", "C", "C", "C", "C", "C", "C", "C", "C", "B", "H", "H", "H", "H", "H", "H", "H", "H", "H", "H", "H", "H", "H", "H", "H", "H", "H", "H", "H", "H", "H", "H", "H", "H", "H", "H", "H", "H", "H", "H", "H", "H", "H", "H", "H", "H", "H", "H", "H", "H", "H", "H", "H", "H", "H", "H", "H", "H", "H", "H", "H", "H"],
  "positions_angstrom": [[0.9309, -9.6272, 5.3639], [3.0340, -9.7568, 4.4746], [1.3391, -8.9934, 3.2162], [1.5119, -11.2628, 3.7527], [4.5760, -12.1274, 9.0126], [6.1996, -12.9704, 3.3756], [0.1450, -13.7245, 7.4342], [-1.0281, -12.5260, 3.1310], [2.6640, -11.3832, -0.6134], [4.1917, -5.0791, 5.6013], [0.6815, -4.8843, 9.3508], [2.8394, -6.3864, -0.7062], [2.6138, -6.4832, 4.7182], [3.1353, -11.1593, 1.6223], [4.3813, -7.3589, 5.7781], [3.5051, -10.6978, 7.5873], [0.9733, -11.5063, 0.8573], [1.9452, -7.8766, 7.6227], [3.5734, -10.2023, 9.7823], [-0.0194, -8.2704, 0.6831], [-1.8190, -10.3058, 3.7312], [-0.3166, -7.4996, 8.2854], [2.2836, -11.3215, 0.5729], [3.9436, -11.0972, 8.7915], [3.7334, -6.2073, 5.4388], [4.0923, -6.7319, -1.2551], [0.3997, -12.4028, 6.9743], [1.0009, -6.8044, 7.9808], [0.5586, -6.0100, 1.1335], [2.2003, -7.5244, -0.1304], [0.7436, -7.1268, 0.1429], [-2.1723, -11.6846, 3.1554], [5.0106, -13.7385, 3.6288], [1.1926, -3.7461, 10.0084], [1.5843, -5.9281, 9.0622], [0.3261, -11.4610, 8.1708], [4.2517, -13.0014, 4.7199], [1.6505, -9.9328, 4.2110], [-2.9699, -12.0965, 3.7841], [1.3919, -12.3281, 6.5186], [-0.0654, -14.2370, 6.6469], [0.3358, -6.8497, -0.8340], [-0.3293, -12.0967, 6.2168], [-0.5295, -8.2693, 7.5381], [-2.5385, -11.6574, 2.1271], [2.9441, -9.8688, 7.5115], [1.6647, -8.3198, 6.7549], [3.6047, -11.2479, 6.7525], [0.4235, -11.5165, 0.0191], [1.3425, -3.9860, 11.0652], [4.8269, -6.8256, -0.4442], [4.0464, -11.9390, 4.6084], [-0.3535, -12.1723, 3.7184], [3.0814, -9.3393, 9.6156], [4.1704, -7.7063, -1.7515], [4.1328, -11.1999, 1.6427], [4.3716, -5.9684, -1.9790], [2.7321, -7.7328, 0.8079], [0.4242, -8.5802, 1.5447], [-0.6860, -11.3702, 8.5756], [-1.2143, -10.3771, 4.6339], [-1.1695, -6.8264, 8.3692], [2.8444, -7.4229, 7.4879], [2.2100, -8.3884, -0.8010], [2.4790, -5.4583, 8.6304], [0.9909, -11.8204, 8.9563], [0.6553, -11.5401, 1.8028], [3.2694, -13.4776, 4.8251], [0.9989, -6.3127, 2.0888], [0.7870, -6.1941, 7.0945], [1.8616, -6.4952, 9.9574], [5.1146, -7.4360, 6.4565], [-1.4625, -9.5350, 3.0499], [2.4485, -7.3628, 4.2621], [3.7630, -10.3898, 10.7494], [-0.4988, -5.7649, 1.2113], [4.0382, -8.2398, 5.4250], [0.5654, -10.4164, 7.9671], [5.2005, -14.7764, 3.9116], [0.5022, -2.9106, 9.9439], [1.9974, -5.7166, 4.5178], [-0.2886, -8.1351, 9.1787], [4.7853, -13.1187, 5.6679], [0.1464, -9.0224, 0.0167], [-2.7819, -9.9132, 4.0844], [2.1638, -3.4467, 9.6058], [1.0946, -5.0842, 0.9039], [2.6215, -11.0050, 2.4921], [4.5442, -13.6889, 2.6437], [6.8016, -13.0461, 4.1228]],
  "atomic_forces_ev_per_a": [[-0.1452, -0.5234, -0.0224], [0.2052, -0.0430, 0.3705], [-0.2939, -0.2787, -0.0409], [-0.9632, 0.2061, 0.6985], [-0.3218, 0.5994, -0.0824], [0.6663, -0.5844, -0.1738], [-0.1515, -0.0314, -0.3229], [-0.0489, -0.4922, -0.1560], [-0.2035, 0.3249, 0.8598], [-0.7464, -0.4303, 0.8576], [-0.8768, 0.2673, -0.2190], [0.0033, -0.7424, -0.9214], [-0.8382, 0.6522, 0.0194], [-1.8306, 0.3296, 1.0929], [0.3065, -0.8726, 0.3284], [-0.0855, 0.2943, -1.1410], [0.5989, 0.4045, -0.0799], [0.5731, 0.6533, 1.0159], [0.1557, 0.1081, 0.5489], [0.2816, -0.0995, -0.9177], [-1.6997, 0.1778, 0.0174], [-0.4416, -0.6205, 0.6469], [1.9041, -0.7088, -2.0196], [0.0660, -0.3111, 0.9512], [1.3095, 0.1784, -1.2679], [0.5257, -0.0168, 0.4585], [0.0362, 0.8989, 0.3677], [-0.9740, -1.2180, -0.7859], [0.7194, 0.8289, 0.1466], [-0.3365, 1.2090, 0.6183], [0.0827, -0.5764, 0.2216], [0.8168, 0.5829, 0.2818], [0.3622, 1.9374, -0.2199], [0.5665, -0.7858, 0.3891], [0.3118, 0.7663, -0.3307], [-0.3397, 0.1670, 0.1910], [-0.9189, -0.9980, 0.5052], [0.7892, 0.9036, 0.1741], [0.1591, -0.3054, -0.0275], [0.0129, -0.1013, -0.0107], [0.0437, -0.1742, 0.1563], [-0.2052, 0.0099, 0.0811], [-0.0518, -0.0817, -0.0052], [-0.0104, 0.4424, -0.4705], [-0.0978, 0.2657, 0.0634], [-0.2012, 0.1167, 0.0683], [-0.0065, 0.2043, -0.0954], [0.2295, -0.1896, 0.2375], [-0.5006, -0.1780, 0.3754], [0.0568, 0.1399, 0.1811], [0.1843, 0.3824, -0.0790], [0.3596, 0.0026, -0.7138], [-0.0090, 0.0608, 0.1063], [-0.1003, -0.1683, -0.5001], [-0.7170, -0.0173, -0.1480], [0.0941, 0.0485, -0.6427], [0.1323, 0.1169, 0.1809], [-0.1753, -0.4781, 0.0117], [-0.0535, 0.0692, -0.0759], [-0.0671, -0.5375, 0.0086], [0.2515, -0.0901, -0.1630], [0.0909, 0.0640, -0.0462], [-0.0067, -0.4013, -0.3599], [0.2215, -0.0414, 0.0131], [0.2998, -0.2085, 0.1754], [-0.0072, 0.0339, 0.0397], [-0.6903, -0.1101, 0.0534], [0.0168, 0.0085, 0.2650], [-0.4372, -0.1576, 0.1586], [0.2610, 0.3639, 0.1378], [-0.0598, -0.0945, 0.0686], [0.2202, 0.5859, -0.1522], [0.4877, -0.3846, -0.1707], [-0.0921, -0.1584, 0.1174], [0.2493, -0.3906, -0.1876], [-0.0138, -0.1446, 0.3064], [-0.1469, -0.0022, 0.0995], [0.4532, -0.1936, -0.4337], [0.1309, 0.0322, -0.0458], [-0.2266, -0.1475, -0.2355], [0.1742, 0.0235, -0.2814], [0.2809, 0.4390, 0.3271], [-0.0408, -0.1008, 0.0422], [-0.2816, -0.2152, 0.2687], [0.0936, 0.2063, 0.0649], [0.0243, 0.0621, -0.1885], [-0.0132, -0.1408, -0.4253], [1.2292, -0.3354, -0.5436], [-0.5021, -0.3064, 0.2812], [-0.1078, 0.0196, 0.0526]],
  "lowdin_charge": [0.13, 0.09, 0.11, 0.10, 0.00, -0.10, -0.07, -0.10, -0.04, 0.01, -0.19, -0.19, 0.18, 0.19, 0.15, 0.19, 0.18, 0.05, 0.14, 0.05, -0.07, -0.06, -0.67, -0.68, -0.69, -0.13, -0.31, -0.42, -0.07, -0.19, -0.43, -0.29, -0.29, -0.11, -0.20, -0.08, -0.09, -1.29, 0.10, 0.09, 0.08, 0.14, 0.10, 0.07, 0.11, 0.05, 0.04, 0.08, 0.11, 0.08, 0.09, 0.05, 0.04, 0.07, 0.08, 0.11, 0.08, 0.13, 0.03, 0.07, 0.06, 0.08, 0.05, 0.12, 0.12, 0.07, 0.06, 0.08, 0.06, 0.13, 0.13, 0.11, 0.07, 0.07, 0.09, 0.08, 0.07, 0.04, 0.11, 0.08, 0.11, 0.08, 0.08, 0.05, 0.07, 0.08, 0.08, 0.04, 0.10, 0.07],
  "charge": -1,
  "energy_ev": -58330.79041,
  "fmax_ev_per_a": 2.865,
  "relative_energy_ev": 0.000,
  "e_homo_ev": -6.95
}

{
  "formula": "C3H4N4O",
  "method": "ωB97M-V/def2-TZVPD",
  "symbols": ["O", "N", "N", "N", "N", "C", "C", "C", "H", "H", "H", "H"],
  "positions_angstrom": [[0.8960, -0.2208, 2.3763], [0.5404, 0.3944, 0.2639], [-0.9914, -1.0549, 1.0227], [-0.2231, 0.4924, -2.0909], [-0.3466, 0.2160, -0.6062], [0.1559, -0.2987, 1.3498], [0.8844, 1.0079, -2.3352], [-1.2593, -0.5382, -0.1241], [0.6218, -1.1402, 3.0920], [1.5836, 1.1441, -1.6105], [1.3501, 1.1565, -3.4154], [-2.2649, -0.7556, -0.5455]],
  "atomic_forces_ev_per_a": [[0.1893, -4.7433, 6.5762], [4.3863, 1.0714, 3.5778], [1.8926, 1.5375, 3.6939], [-1.2389, -0.4409, 2.2806], [-1.4307, 1.3691, -5.1426], [-1.9640, -0.4470, -5.7624], [1.2005, -0.1774, -4.0546], [-5.4213, -3.1162, -1.7744], [1.1415, 4.3270, -3.3361], [1.8954, 0.6615, 2.3455], [-1.9348, -0.2249, 2.0447], [1.2842, 0.1831, -0.4486]],
  "nbo_charge": [-0.62, -0.39, -0.53, -0.20, -0.06, 0.57, -0.07, 0.19, 0.51, 0.19, 0.20, 0.21],
  "smiles": "C=Nn1cnc(O)n1",
  "energy_ev": -11179.66107,
  "fmax_ev_per_a": 8.111,
  "relative_energy_ev": 4.308,
  "e_homo_ev": -8.75
}